# 1
The following is a DFT calculation (wB97M-V/def2-TZVPD) of an isolated molecule of C5H8O.

The geometry in XYZ format:
```
14
Properties=species:S:1:pos:R:3:forces:R:3
C -0.44389 -0.62250 -2.44753 -0.09 -0.25 -0.11
C -0.07685 0.32974 -1.41025 0.19 0.22 0.33
C 0.16680 1.00312 -0.44281 -0.31 -0.40 -0.43
C 0.20370 1.45287 0.95007 0.06 0.22 0.05
O -0.43801 0.50555 1.77886 -0.11 0.02 0.10
C 0.21943 -0.74365 1.82109 0.15 -0.25 0.02
H -1.26254 -0.24614 -3.06507 0.13 -0.02 -0.01
H 0.39610 -0.90792 -3.08975 -0.14 0.14 0.11
H -0.80277 -1.52792 -1.93816 0.07 0.13 -0.22
H -0.34926 2.38724 1.06809 0.09 -0.07 0.02
H 1.23530 1.61822 1.27668 0.06 0.06 0.02
H 0.97640 -0.76123 2.61997 -0.13 0.00 -0.12
H -0.53560 -1.51408 2.01399 0.18 0.18 0.05
H 0.71119 -0.97330 0.86484 -0.15 0.02 0.20
```
Forces are in eV/Å.

Results
ΔE to the lowest compared entry with this formula, charge and spin ... 60.4 kcal per mole
Strongest force on any atom ... 0.7 eV/Å
Multiplicity ... 1
Structure (SMILES) ... CC#CCOC
HOMO level ... -9.62 eV
Total charge ... 0


# 2
The following is a DFT calculation (wB97M-V/def2-TZVPD) of a cluster of 2 separate species, C5H8O in total.

The geometry in XYZ format:
```
14
Properties=species:S:1:pos:R:3:forces:R:3
O 2.28571 -0.54026 -0.35408 -0.30 0.23 0.32
C 1.50835 0.02472 0.38336 0.12 -0.09 -0.21
C 0.20031 0.54954 -0.01140 0.28 -0.11 -0.06
C -0.67086 1.48236 0.78051 -0.05 0.19 0.15
C -1.17319 0.13743 0.41862 -0.13 -0.13 0.13
C -0.80783 0.12707 -1.03063 -0.04 -0.07 -0.26
H 1.76036 0.20018 1.45238 0.00 0.01 -0.13
H -1.05170 2.36241 0.26051 -0.01 -0.12 0.08
H -0.39171 1.64409 1.82116 -0.07 0.00 -0.15
H -1.47348 -0.68079 1.06144 0.15 0.15 -0.14
H -1.23336 0.88361 -1.69323 0.04 -0.05 0.17
H -0.67310 -0.84708 -1.49591 0.08 0.17 0.11
H 1.12616 -2.41736 -0.85282 -0.08 -0.13 -0.01
H 0.59435 -2.92592 -0.73989 0.01 -0.05 -0.02
```
Forces are in eV/Å.

Results
ΔE to the lowest compared entry with this formula, charge and spin ... 78.0 kcal per mole
Strongest force on any atom ... 0.5 eV/Å
Multiplicity ... 1
Structure (SMILES) ... O=C[C@]12C[C@H]1C2.[H][H]
HOMO level ... -9.81 eV
Total charge ... 0


- Look up the multiplicity of the first one.
  1


Copy entry 2 word for word.
The following is a DFT calculation (wB97M-V/def2-TZVPD) of a cluster of 2 separate species, C5H8O in total.

The geometry in XYZ format:
```
14
Properties=species:S:1:pos:R:3:forces:R:3
O 2.28571 -0.54026 -0.35408 -0.30 0.23 0.32
C 1.50835 0.02472 0.38336 0.12 -0.09 -0.21
C 0.20031 0.54954 -0.01140 0.28 -0.11 -0.06
C -0.67086 1.48236 0.78051 -0.05 0.19 0.15
C -1.17319 0.13743 0.41862 -0.13 -0.13 0.13
C -0.80783 0.12707 -1.03063 -0.04 -0.07 -0.26
H 1.76036 0.20018 1.45238 0.00 0.01 -0.13
H -1.05170 2.36241 0.26051 -0.01 -0.12 0.08
H -0.39171 1.64409 1.82116 -0.07 0.00 -0.15
H -1.47348 -0.68079 1.06144 0.15 0.15 -0.14
H -1.23336 0.88361 -1.69323 0.04 -0.05 0.17
H -0.67310 -0.84708 -1.49591 0.08 0.17 0.11
H 1.12616 -2.41736 -0.85282 -0.08 -0.13 -0.01
H 0.59435 -2.92592 -0.73989 0.01 -0.05 -0.02
```
Forces are in eV/Å.

Results
ΔE to the lowest compared entry with this formula, charge and spin ... 78.0 kcal per mole
Strongest force on any atom ... 0.5 eV/Å
Multiplicity ... 1
Structure (SMILES) ... O=C[C@]12C[C@H]1C2.[H][H]
HOMO level ... -9.81 eV
Total charge ... 0